[1]
DFT (ωB97M-V/def2-TZVPD) results for a structure of composition C28H44Cl3IrN4O3SeSi.

Summary:
relative energy (zero: lowest compared OMol25 entry of this formula, charge and spin): 0.00 kcal/mol
E: -155483.0300 eV
LUMO level (alpha / beta): 0.18 / -0.56 eV
E_HOMO (alpha / beta): -5.1 / -7.4 eV

```
! wB97M-V def2-TZVPD RIJCOSX def2/J DEFGRID3
* xyz 0 5
C -1.5576 -2.0591 -4.0275
C -1.1539 -2.9912 -2.9311
H -1.1796 -2.3734 -5.0044
H -1.1861 -1.0486 -3.8105
H -2.6522 -1.9872 -4.1188
C -0.7040 -4.2399 -3.1270
C -0.5053 -4.8896 -4.4569
H -0.4853 -4.8795 -2.2680
H -0.6279 -4.1935 -5.2948
H -1.2068 -5.7213 -4.6070
H 0.5018 -5.3225 -4.5161
Ir -0.1416 0.0548 -0.0565
Cl -2.3820 0.0208 0.4445
Cl -0.6410 1.6068 -1.6354
H 0.8548 4.4394 3.2793
H -1.3225 5.5117 2.2353
C 1.1236 4.1489 2.2533
C -0.9143 5.1663 1.2758
N -0.0876 3.9801 1.4561
H 1.7117 3.2301 2.2623
C -0.4894 2.7942 1.0171
O 0.2473 1.7643 1.1427
H -1.7419 4.9256 0.6013
H -1.4790 2.7591 0.5363
H 1.7092 4.9717 1.8244
H -0.3181 5.9799 0.8465
H 1.4983 -1.3201 -3.4998
H 2.7489 -3.6075 -2.0190
C 2.4643 -0.9128 -3.1639
C 3.4826 -2.7960 -1.8892
N 2.8427 -1.4868 -1.8751
H 2.3905 0.1744 -3.0785
C 2.5185 -0.8837 -0.7327
O 1.8649 0.2134 -0.6806
H 4.0146 -2.9505 -0.9438
H 2.8718 -1.3784 0.1942
H 3.2322 -1.2039 -3.8879
H 4.1818 -2.8371 -2.7305
O -0.2638 -1.3250 -1.5934
C -1.2232 -2.3390 -1.5515
C 0.1385 -3.9475 -0.1336
C -1.0579 -3.2688 -0.3493
H 0.9784 -3.7591 -0.8066
C 0.2184 -4.8892 0.8965
H -2.2201 -1.8702 -1.4832
C -2.1479 -3.4787 0.4952
H 1.1566 -5.4212 1.0468
C -0.8952 -5.1522 1.6998
C -2.0761 -4.4248 1.5210
H -3.0582 -2.9043 0.3117
H -0.8304 -5.8967 2.4956
H -2.9549 -4.6013 2.1526
Si -0.2806 3.5798 -4.2979
Cl -0.3135 1.4701 -4.5987
C 1.5038 4.0673 -4.0090
C -1.4238 4.2691 -2.9613
C -0.9170 4.3239 -5.9160
H 2.0400 3.3120 -3.4207
H 1.5456 5.0182 -3.4568
H 2.0062 4.2080 -4.9756
H -0.2090 4.1433 -6.7392
H -1.0353 5.4128 -5.7986
H -1.9019 3.9037 -6.1896
H -1.1776 3.9022 -1.9543
H -2.4753 4.0254 -3.1787
H -1.3163 5.3655 -2.9557
C -2.0488 -0.8536 4.0209
N -0.7701 -0.1830 4.1403
C 0.3060 -0.3650 3.3177
Se 0.4274 -1.4932 1.8475
N 1.3198 0.3585 3.8766
C 0.9354 0.9015 5.1062
C 1.7239 1.3345 6.1696
C 1.0972 1.4283 7.4240
C -0.2588 1.0855 7.5895
C -1.0415 0.6589 6.5020
C -0.4005 0.5648 5.2692
H -2.3142 -0.9548 2.9658
H -2.7821 -0.2225 4.5351
H -2.0376 -1.8417 4.5032
H 2.2544 0.4056 3.4780
H 2.7737 1.5648 5.9865
H 1.6715 1.7478 8.2958
H -0.7059 1.1427 8.5847
H -2.0969 0.3936 6.5792
*
```

Results of the Löwdin charge analysis, in e, for atoms 1 through 8: -0.05, -0.23, 0.06, 0.03, 0.10, -0.12, -0.10, 0.10

[2]
DFT (ωB97M-V/def2-TZVPD) results for an isolated molecule of H4O2Si.

Summary:
relative energy (zero: lowest compared OMol25 entry of this formula, charge and spin): 78.27 kcal/mol
E: -12029.3444 eV
LUMO level (alpha / beta): 0.60 / -2.24 eV
E_HOMO (alpha / beta): -5.4 / -10.3 eV

```
! wB97M-V def2-TZVPD RIJCOSX def2/J DEFGRID3
* xyz 0 3
O 1.0173 1.1698 -1.2308
O 0.9080 0.2636 -0.1451
Si -0.5322 -0.3001 0.7226
H 0.9044 0.5305 -1.9852
H 0.2913 -0.7622 1.8724
H -0.8659 -1.5927 0.0161
H -1.7230 0.6911 0.7499
*
```

In the natural (NBO) picture, each atom carries the following charge in e: -0.30, -0.67, 1.03, 0.43, -0.15, -0.19, -0.15

[3]
DFT (ωB97M-V/def2-TZVPD) results for the ion C6H16N2 with charge +1.

Summary:
relative energy (zero: lowest compared OMol25 entry of this formula, charge and spin): 25.36 kcal/mol
E: -9452.5813 eV
LUMO level (alpha / beta): -2.48 / -7.39 eV
E_HOMO (alpha / beta): -13.2 / -13.2 eV

```
! wB97M-V def2-TZVPD RIJCOSX def2/J DEFGRID3
* xyz 1 2
N -2.6712 0.4260 -1.0887
C -1.2939 0.4313 -1.5074
C -0.5027 -0.6799 -0.8146
N 0.4172 -0.1640 0.2408
C 1.5418 0.6163 -0.2873
C 1.4236 2.1133 -0.0674
C 0.8545 -1.2074 1.1916
C -0.2846 -1.9232 1.9101
H -3.2796 1.0066 -1.6545
H -2.8433 0.8317 -0.1734
H -0.8604 1.3873 -1.2636
H -1.2287 0.3409 -2.5894
H 0.1674 -1.2571 -1.4555
H -1.2401 -1.2845 -0.2944
H 1.9832 0.3399 -1.2445
H 2.3801 0.3056 0.2824
H 0.4672 2.4825 -0.4433
H 1.5618 2.4635 0.9526
H 2.1522 2.7449 -0.5760
H 1.5606 -0.7018 1.8457
H 1.4378 -1.9297 0.6058
H -0.2524 -2.9795 1.7629
H -0.1713 -1.7176 2.9616
H -1.3190 -1.6451 1.7066
*
```

Results of the natural (NBO) charge analysis, in e, for atoms 1 through 8: -0.83, -0.24, -0.27, 0.09, -0.30, -0.63, -0.26, -0.66

[4]
DFT (ωB97M-V/def2-TZVPD) results for an isolated molecule of C6H11NS.

Summary:
relative energy (zero: lowest compared OMol25 entry of this formula, charge and spin): 21.20 kcal/mol
E: -18724.5751 eV
LUMO level: 0.89 eV
SMILES: C[C@]12CN1CC[C@@H]2S
E_HOMO: -9.1 eV

```
! wB97M-V def2-TZVPD RIJCOSX def2/J DEFGRID3
* xyz 0 1
C -0.2463 2.1542 -0.2034
C 0.1090 0.7291 0.0862
C 1.5102 0.4128 0.4624
N 0.9979 0.0091 -0.8515
C 0.6930 -1.4159 -0.7541
C -0.2678 -1.6091 0.4219
C -0.9679 -0.2341 0.6293
S -2.6188 -0.0412 -0.1726
H -0.5430 2.7157 0.7045
H 0.5684 2.7093 -0.6757
H -1.0438 2.2558 -0.9382
H 2.2770 1.1857 0.4721
H 1.8372 -0.3487 1.1895
H 0.2381 -1.6715 -1.7145
H 1.6646 -1.9320 -0.5312
H 0.2932 -1.9146 1.3086
H -0.9714 -2.4371 0.2595
H -1.1963 -0.0072 1.6779
H -2.3334 -0.5604 -1.3709
*
```

Results of the natural (NBO) charge analysis, in e, for atoms 1 through 8: -0.62, 0.06, -0.28, -0.39, -0.24, -0.45, -0.32, -0.04

[5]
DFT (ωB97M-V/def2-TZVPD) results for a cluster of 2 separate species, C4H8O2 in total.

Summary:
relative energy (zero: lowest compared OMol25 entry of this formula, charge and spin): 115.65 kcal/mol
E: -8368.2669 eV
LUMO level: 0.98 eV
SMILES: OC1C=C1.CO
E_HOMO: -8.9 eV

```
! wB97M-V def2-TZVPD RIJCOSX def2/J DEFGRID3
* xyz 0 1
O 1.1045 -2.0348 -0.5093
C 0.7508 -0.9395 -1.3246
C -0.2310 0.0776 -0.9299
C 1.0351 0.4628 -0.9688
H 1.9409 -1.8144 -0.0796
H 0.6813 -1.2388 -2.3668
H -1.2632 0.3502 -1.0884
H 1.5966 1.3121 -1.3042
C -1.2307 0.8311 1.5395
O -0.5163 -0.2908 1.0664
H -2.2652 0.7417 1.1897
H -0.8200 1.7849 1.1728
H -1.2082 0.8033 2.6278
H 0.4254 -0.0454 0.9755
*
```

Results of the natural (NBO) charge analysis, in e, for atoms 1 through 8: -0.72, 0.04, -0.05, -0.42, 0.47, 0.15, 0.22, 0.22

[6]
DFT (ωB97M-V/def2-TZVPD) results for a cluster of 3 separate species, C8H17ClF2NO9PS in total.

Summary:
E: -66569.8690 eV
LUMO level: -0.03 eV
SMILES: O=S(=O)(F)N(F)P(O)Cl.CCOC(=O)OC.CCOC(=O)OC
E_HOMO: -10.8 eV

```
! wB97M-V def2-TZVPD RIJCOSX def2/J DEFGRID3
* xyz 0 1
O -2.8922 -2.1803 -0.3253
S -3.5669 -2.8507 -1.3738
O -4.7526 -3.6023 -1.1996
F -2.5146 -3.8294 -2.0290
N -3.7976 -1.7567 -2.5928
F -4.4040 -2.4746 -3.6429
P -2.5256 -0.6351 -3.4103
O -2.2358 -1.4839 -4.7367
Cl -0.8850 -1.0738 -2.2806
H -1.6780 -2.2697 -4.6517
C 5.8368 -0.2151 1.0241
C 5.0034 0.4619 -0.0400
O 4.0188 -0.4317 -0.5997
C 2.9412 -0.6324 0.1543
O 2.7376 -0.1579 1.2428
O 2.2007 -1.5787 -0.4239
C 1.0663 -1.9951 0.3455
H 6.3156 -1.1085 0.6232
H 6.6157 0.4689 1.3632
H 5.2238 -0.4900 1.8804
H 5.6093 0.7470 -0.8972
H 4.4959 1.3443 0.3481
H 0.4584 -1.1375 0.6265
H 1.3803 -2.5233 1.2443
H 0.5064 -2.6636 -0.2997
C 0.6555 2.4325 1.3124
C -0.3976 3.2096 0.5540
O -1.5404 2.3887 0.2338
C -2.3931 2.1836 1.2374
O -2.3314 2.6727 2.3355
O -3.3321 1.3391 0.8140
C -4.2814 0.9540 1.8126
H 0.9708 1.5515 0.7524
H 1.5302 3.0653 1.4678
H 0.2808 2.1210 2.2857
H -0.0295 3.5312 -0.4182
H -0.7366 4.0811 1.1126
H -4.7551 1.8272 2.2556
H -3.7847 0.3764 2.5906
H -5.0135 0.3346 1.3045
*
```

Results of the natural (NBO) charge analysis, in e, for atoms 1 through 8: -0.88, 2.50, -0.86, -0.49, -0.59, -0.23, 1.31, -0.98

no.,maximum force (hartree/bohr)
1,0.0659
2,0.2302
3,0.0693
4,0.0241
5,0.0185
6,0.0244